{
  "formula": "C36H70O18",
  "method": "wB97M-V/def2-TZVPD",
  "elements": ["C", "C", "O", "C", "C", "O", "H", "H", "H", "H", "H", "H", "H", "H", "C", "C", "O", "C", "C", "O", "H", "H", "H", "H", "H", "H", "H", "H", "C", "C", "O", "C", "C", "O", "H", "H", "H", "H", "H", "H", "H", "H", "C", "C", "O", "C", "C", "O", "H", "H", "H", "H", "H", "H", "H", "H", "C", "C", "O", "C", "C", "O", "H", "H", "H", "H", "H", "H", "H", "H", "C", "C", "O", "C", "C", "O", "H", "H", "H", "H", "H", "H", "H", "H", "C", "C", "O", "C", "C", "O", "H", "H", "H", "H", "H", "H", "H", "H", "C", "C", "O", "C", "C", "O", "H", "H", "H", "H", "H", "H", "H", "H", "O", "C", "C", "C", "C", "O", "H", "H", "H", "H", "H", "H"],
  "xyz": [[-2.99229, 3.07362, -2.07532], [-3.16627, 3.42178, -0.59809], [-4.50092, 3.30377, -0.17149], [-4.99651, 2.12139, 0.18241], [-6.43839, 2.19703, 0.56247], [-4.30485, 1.13843, 0.36335], [-1.97334, 3.05862, -2.45728], [-3.59379, 3.78199, -2.65456], [-3.44691, 2.11324, -2.34208], [-2.48992, 2.79218, -0.01354], [-2.73898, 4.41774, -0.49415], [-6.72587, 1.29022, 1.08159], [-7.04546, 2.28534, -0.33891], [-6.50887, 3.08846, 1.18477], [0.34397, 5.45452, -4.94820], [0.95433, 5.07149, -3.60847], [1.52973, 3.77128, -3.57521], [0.71637, 2.73630, -3.42506], [1.39283, 1.41364, -3.62555], [-0.44707, 2.82216, -3.09833], [-0.48976, 4.85386, -5.31464], [1.15861, 5.38815, -5.67351], [-0.02815, 6.47814, -4.92261], [1.73691, 5.81691, -3.47501], [0.26652, 5.15111, -2.76688], [2.28464, 1.35111, -2.99863], [1.69076, 1.19261, -4.64711], [0.78442, 0.58907, -3.26821], [2.96866, -1.41370, -2.99034], [3.41696, -2.49721, -2.05292], [3.61630, -1.93652, -0.75402], [4.84815, -1.90357, -0.22801], [4.84413, -1.23547, 1.11751], [5.87064, -2.18916, -0.79665], [2.03647, -1.00514, -2.60130], [2.79996, -1.79855, -3.99746], [3.67106, -0.58378, -3.07460], [2.59632, -3.20590, -1.91361], [4.24511, -3.07234, -2.46615], [3.99903, -1.55997, 1.72150], [4.81631, -0.15551, 0.99250], [5.74585, -1.55044, 1.63947], [2.11756, 4.52410, 6.41188], [3.27740, 4.62655, 5.41143], [3.13848, 3.88148, 4.20283], [2.11954, 4.18290, 3.39946], [2.09836, 3.37398, 2.14061], [1.31339, 5.04800, 3.63526], [2.45252, 4.88005, 7.38541], [1.89328, 3.46691, 6.56700], [1.25142, 5.06303, 6.04420], [3.53086, 5.64507, 5.10677], [4.14962, 4.24252, 5.94117], [2.98069, 3.51117, 1.51676], [1.20644, 3.63240, 1.57670], [2.04110, 2.30377, 2.34868], [0.52654, 0.82441, 5.27693], [0.01222, 0.35021, 3.91319], [-1.22879, 0.95420, 3.53555], [-2.32508, 0.49434, 4.15482], [-3.55516, 1.20516, 3.65936], [-2.33984, -0.32739, 5.03062], [1.56928, 0.52739, 5.35830], [-0.08856, 0.44998, 6.09289], [0.41624, 1.91097, 5.31062], [0.73454, 0.65028, 3.15820], [-0.07279, -0.73670, 3.89619], [-4.32085, 1.19772, 4.43313], [-3.91736, 0.70875, 2.76010], [-3.35527, 2.26196, 3.48382], [-3.66827, -2.37310, 0.49489], [-4.80495, -3.07769, 1.19563], [-4.46888, -4.46354, 1.29767], [-5.41487, -5.27285, 1.74155], [-5.02460, -6.72164, 1.73278], [-6.48656, -4.90939, 2.15652], [-3.57488, -2.56486, -0.57502], [-2.73060, -2.57603, 1.01799], [-3.79654, -1.28542, 0.52526], [-4.98763, -2.59958, 2.15746], [-5.71506, -2.93937, 0.60935], [-5.20832, -7.13758, 0.73878], [-5.63884, -7.26082, 2.44890], [-3.98372, -6.95549, 1.95322], [6.06256, -4.50733, 3.25256], [5.31872, -4.91131, 1.96862], [4.00689, -4.33065, 2.09815], [3.05318, -4.75116, 1.29200], [1.66571, -4.31458, 1.71958], [3.17892, -5.42350, 0.29442], [6.04762, -3.41911, 3.33042], [7.10397, -4.80819, 3.16486], [5.52609, -4.90915, 4.10890], [5.88620, -4.50085, 1.13510], [5.22417, -5.99382, 1.93248], [1.19153, -5.20245, 2.13380], [1.15874, -4.03438, 0.80172], [1.70255, -3.45454, 2.38468], [1.07703, -0.72781, -6.96456], [0.16496, 0.47577, -6.81937], [-0.74779, 0.30491, -5.73691], [-1.92325, -0.29279, -5.85847], [-2.67227, -0.35724, -4.55336], [-2.30153, -0.79937, -6.88216], [1.91188, -0.41007, -7.59186], [0.55082, -1.55617, -7.43112], [1.46072, -1.01313, -5.98554], [0.69177, 1.40157, -6.59441], [-0.39461, 0.66190, -7.73921], [-2.56352, -1.33563, -4.09196], [-3.72050, -0.15727, -4.76615], [-2.29600, 0.42958, -3.89838], [1.81973, -0.00595, 1.03967], [0.83811, -0.17455, 0.38340], [0.22317, -1.47203, -0.07463], [-0.64468, -1.03840, -1.23302], [-1.06050, 0.35662, -0.78099], [0.05112, 0.86106, 0.00638], [0.94026, -2.26044, -0.27762], [-0.34276, -1.79199, 0.80942], [-0.07248, -1.00277, -2.16188], [-1.59469, -1.54514, -1.40425], [-1.20101, 0.99029, -1.65033], [-1.88958, 0.23731, -0.08451]],
  "largest_force_ha_per_bohr": 0.0530,
  "homo_energy_ha": -0.3711,
  "total_charge": 0,
  "smiles": "CCOC(C)=O.CCOC(C)=O.CCOC(C)=O.CCOC(C)=O.CCOC(C)=O.CCOC(C)=O.CCOC(C)=O.CCOC(C)=O.O=C1CCCO1",
  "e_tot_ha": -2768.1153,
  "de_lowest_kcal_mol": 0.00
}